Entry 1:
Computed, not measured: a cluster of 11 separate species, C23H72N18O11 in total, with ωB97M-V/def2-TZVPD.

The calculated total energy comes out at -74367.0668 eV. The value obtained for the energy relative to the best compared isomer or geometry (same formula, charge and spin) is 236.1 kJ/mol. As for the total charge: 0. As for the spin multiplicity: 1.

Each line ends with the Mulliken charge.
Cartesian coordinates (Å):
1 C 1.48220 -1.67755 4.11987  -0.642
2 O 1.19415 -2.97042 3.59475  -0.364
3 C 0.03857 -3.52136 4.14797  -0.825
4 C 0.07473 -5.05755 4.00708  1.502
5 C -1.11476 -5.81176 4.49841  -1.505
6 N 1.32392 -5.63229 4.51440  -0.861
7 H 2.48267 -1.36530 3.82666  0.111
8 H 1.31701 -1.61020 5.19467  0.406
9 H 0.82198 -0.95156 3.63193  0.169
10 H -0.20153 -3.23332 5.17902  0.681
11 H -0.87721 -3.21628 3.61694  0.151
12 H 0.13979 -5.24796 2.92814  -0.511
13 H -1.82148 -5.98394 3.68355  0.293
14 H -1.60611 -5.31328 5.34038  0.334
15 H -0.95211 -6.82761 4.86320  0.442
16 H 2.00956 -4.88191 4.44527  0.282
17 H 1.26649 -5.80143 5.51590  0.265
18 C 0.89699 -3.65007 0.51739  -0.842
19 O 0.06817 -4.52493 -0.21768  0.061
20 C 0.72547 -5.31718 -1.19962  -0.938
21 C 1.35657 -4.58953 -2.39592  0.687
22 C 0.30654 -3.93497 -3.30766  -1.250
23 N 2.21277 -5.53292 -3.11887  -0.762
24 H 0.44309 -3.27542 1.42525  0.021
25 H 1.16401 -2.78499 -0.10953  0.303
26 H 1.92495 -4.01613 0.61784  0.432
27 H 1.36656 -6.10445 -0.79911  0.387
28 H -0.10682 -5.81645 -1.70324  0.202
29 H 2.03887 -3.78589 -2.08483  0.298
30 H -0.28923 -4.70507 -3.79367  0.367
31 H 0.81088 -3.19621 -3.93139  0.424
32 H -0.34257 -3.28928 -2.70852  0.028
33 H 2.93932 -5.73422 -2.43714  0.276
34 H 2.69250 -5.10140 -3.89904  0.281
35 C 1.33905 0.94034 1.27126  -0.140
36 O 0.27246 0.01651 1.17967  -0.113
37 C -0.57373 0.35445 0.07605  -1.178
38 C -1.96685 -0.27229 0.11864  0.882
39 C -1.98652 -1.74565 0.55431  -0.484
40 N -2.65182 -0.12037 -1.15032  -0.361
41 H 1.04239 1.93337 1.61404  0.483
42 H 1.96723 0.88769 0.37811  0.173
43 H 1.90630 0.51102 2.09615  -0.500
44 H -0.72655 1.42992 -0.05969  0.242
45 H -0.03549 0.04618 -0.82826  0.345
46 H -2.61627 0.21108 0.85571  0.169
47 H -3.00268 -2.12213 0.67722  0.346
48 H -1.53311 -1.87456 1.54187  0.093
49 H -1.42596 -2.39705 -0.12065  -0.484
50 H -2.13533 -0.62333 -1.86801  0.253
51 H -3.55962 -0.58244 -1.11790  0.079
52 C 3.62204 4.52448 1.71841  -0.642
53 O 4.52111 5.36226 1.06045  -0.279
54 C 4.07747 6.67328 0.80484  -0.629
55 C 5.05057 7.49576 -0.05158  0.576
56 C 6.47354 7.45806 0.51084  -1.343
57 N 4.59299 8.86824 -0.16095  -0.706
58 H 2.93120 4.02569 1.02998  0.126
59 H 3.03910 4.93090 2.55141  0.354
60 H 4.18645 3.73629 2.22294  0.268
61 H 3.27959 6.48240 0.07001  0.181
62 H 3.75081 7.20437 1.70166  0.337
63 H 4.99003 7.08282 -1.06424  0.177
64 H 7.23913 7.91190 -0.11847  0.433
65 H 6.67466 6.38447 0.46362  0.319
66 H 6.51790 7.84970 1.52518  0.345
67 H 5.33917 9.52940 -0.32585  0.226
68 H 3.97213 9.01211 -0.94790  0.243
69 N -6.52195 -2.84287 -0.32956  -0.425
70 C -5.80848 -1.68737 -0.40196  0.652
71 N -5.74577 -1.08541 0.84009  -0.334
72 O -5.30050 -1.20571 -1.40752  -0.779
73 H -6.93541 -3.15139 0.52731  0.139
74 H -6.60796 -3.47161 -1.11013  0.253
75 H -5.34968 -0.15625 0.74551  0.195
76 H -6.30396 -1.39410 1.60762  0.198
77 N 3.43260 3.56587 -3.34148  -0.253
78 C 4.01416 2.35796 -3.15916  0.501
79 N 3.38378 1.64200 -2.16427  -0.220
80 O 4.96800 1.96646 -3.81747  -0.693
81 H 3.69396 4.06652 -4.17171  0.201
82 H 2.60151 3.83021 -2.83509  0.272
83 H 2.65526 2.12073 -1.66760  0.166
84 H 3.77972 0.76808 -1.87479  0.152
85 N -4.03140 3.01696 -1.01856  -0.188
86 C -4.89742 3.23147 0.01742  0.608
87 N -5.44682 4.47398 0.02678  -0.422
88 O -5.30557 2.29773 0.70846  -0.635
89 H -3.84118 3.79254 -1.62173  0.155
90 H -3.63690 2.09667 -1.13264  0.067
91 H -5.00521 5.15107 -0.56342  0.146
92 H -6.21136 4.64080 0.65312  0.224
93 N -0.25487 5.32071 -4.03240  -0.404
94 C -0.29028 4.50853 -2.96741  0.560
95 N -1.48337 3.92266 -2.70468  -0.336
96 O 0.76151 4.20066 -2.38315  -0.666
97 H 0.65093 5.69623 -4.25041  0.220
98 H -1.06221 5.51830 -4.59341  0.165
99 H -1.50049 3.43744 -1.82361  0.173
100 H -2.20677 3.90374 -3.39730  0.174
101 N -3.40626 -4.87616 -0.50104  -0.113
102 C -3.22804 -6.09313 0.10499  0.467
103 N -1.94843 -6.16879 0.57616  -0.065
104 O -4.10641 -6.92745 0.27525  -0.714
105 H -4.33011 -4.72636 -0.87283  0.106
106 H -2.69743 -4.20697 -0.73089  0.142
107 H -1.64508 -6.97689 1.08915  0.211
108 H -1.33949 -5.37779 0.38230  0.176
109 N -6.48087 0.56459 -3.22837  -0.268
110 C -5.88332 0.73129 -4.43406  0.461
111 N -4.98170 -0.26096 -4.70091  -0.315
112 O -6.23961 1.50342 -5.32087  -0.688
113 H -6.15072 -0.13324 -2.57513  0.358
114 H -7.35880 1.04348 -3.12997  0.199
115 H -4.75596 -0.93669 -3.99269  0.176
116 H -4.44803 -0.20537 -5.54848  0.187
117 N 6.70907 0.85174 3.10790  -0.407
118 C 5.44718 0.50781 3.47148  0.513
119 N 4.52629 0.75452 2.50797  -0.176
120 O 5.13232 0.05843 4.56848  -0.649
121 H 6.91159 1.46739 2.34447  0.183
122 H 7.42518 0.60838 3.77004  0.243
123 H 4.71151 1.12242 1.59380  0.137
124 H 3.58595 0.48172 2.71540  0.273



Entry 2:
Computed, not measured: a cluster of 13 separate species, C23H72N25O13 in total, with ωB97M-V/def2-TZVPD.

The calculated total energy comes out at -88894.2683 eV. As for the total charge: -1. As for the spin multiplicity: 1.

Each line ends with the Mulliken charge.
Cartesian coordinates (Å):
1 C 2.29439 0.76881 0.24129  -0.269
2 C 0.85152 0.25213 0.78070  0.611
3 C 0.75785 -1.41414 0.66700  -1.070
4 C -0.48225 0.89333 0.14109  0.018
5 C -0.36978 1.82403 -1.16928  -0.633
6 N -1.12987 1.11049 -2.30702  -0.881
7 O -0.27834 0.85865 -3.32287  -0.306
8 C 0.36377 -0.45465 -3.20095  0.599
9 C 1.31243 -0.91297 -4.44778  0.268
10 C 1.23139 -0.00554 -5.79801  -1.143
11 C 2.83477 -1.12913 -3.83933  0.343
12 C 3.96068 -1.54241 -4.96232  -1.184
13 C 2.81160 -2.40138 -2.75224  -1.116
14 H 3.12441 0.29038 0.94633  0.103
15 H 2.46972 1.92585 0.25592  0.170
16 H 2.53640 0.33269 -0.84327  -0.279
17 H 0.82590 0.46477 1.95511  0.238
18 H 0.40608 -1.76367 -0.40063  0.189
19 H 1.78469 -1.90995 1.00404  0.216
20 H -0.03604 -1.73220 1.48329  0.315
21 H -1.05443 1.51585 0.98362  -0.083
22 H -1.22677 -0.00453 -0.11629  0.181
23 H 0.68609 2.06040 -1.59437  0.287
24 H -0.91773 2.85734 -0.93379  0.206
25 H 0.91010 -0.45732 -2.13979  -0.901
26 H -0.52145 -1.24613 -3.07653  0.132
27 H 0.94667 -2.00706 -4.75768  0.255
28 H 0.50838 -0.58133 -6.55461  0.225
29 H 0.78414 1.06646 -5.68124  0.285
30 H 2.24875 0.11961 -6.38738  0.279
31 H 3.14453 -0.16994 -3.20374  0.183
32 H 4.38711 -0.51266 -5.38892  0.307
33 H 4.85336 -2.04221 -4.37915  0.366
34 H 3.52214 -2.20041 -5.82895  0.193
35 H 3.94771 -2.65399 -2.48688  0.312
36 H 2.28439 -3.35767 -3.20844  0.080
37 H 2.30082 -2.12056 -1.73788  0.406
38 C 2.31032 -5.33552 -0.34859  0.504
39 O 1.95280 -4.19880 -0.08292  -0.586
40 N 2.22175 -6.35000 0.53028  -0.322
41 N 2.82493 -5.67541 -1.54423  -0.264
42 H 2.51099 -7.29257 0.32995  0.224
43 H 1.83975 -6.13702 1.44257  0.188
44 H 2.90893 -4.94101 -2.23492  0.242
45 H 3.12492 -6.60583 -1.78164  0.139
46 C -4.56038 0.65175 -0.60654  0.407
47 O -4.28877 -0.40060 -1.16270  -0.687
48 N -3.88995 1.79367 -0.84314  -0.205
49 N -5.55463 0.76365 0.29282  -0.364
50 H -4.09882 2.66991 -0.39503  0.174
51 H -3.13354 1.75318 -1.51377  0.288
52 H -6.08451 -0.07289 0.49986  0.198
53 H -5.79325 1.62139 0.76120  0.207
54 C -8.04416 3.93341 -0.39997  0.610
55 O -6.84213 4.08573 -0.25013  -0.662
56 N -8.95546 4.49097 0.41740  -0.363
57 N -8.56507 3.19425 -1.39606  -0.332
58 H -9.94932 4.37701 0.31019  0.163
59 H -8.60547 5.05545 1.18056  0.215
60 H -7.91324 2.75679 -2.03417  0.210
61 H -9.55185 3.05712 -1.53569  0.179
62 C -2.90848 1.26992 3.63172  0.545
63 O -1.73801 1.57586 3.46761  -0.605
64 N -3.71896 0.92309 2.61572  -0.164
65 N -3.49260 1.25222 4.84349  -0.446
66 H -4.68537 0.66814 2.73103  0.197
67 H -3.31875 0.92342 1.68654  0.108
68 H -2.91730 1.50689 5.63571  0.239
69 H -4.45486 1.00318 4.99862  0.132
70 C 3.70822 4.06163 2.33100  0.679
71 O 4.11744 3.39342 1.39475  -0.561
72 N 4.31180 5.19373 2.73531  -0.382
73 N 2.61687 3.72558 3.04228  -0.280
74 H 3.98982 5.75736 3.50400  0.122
75 H 5.13724 5.48258 2.22662  0.240
76 H 2.13265 2.87989 2.77063  0.148
77 H 2.26461 4.26290 3.81638  0.132
78 C -11.91711 1.49183 -0.58011  0.672
79 O -11.71860 2.34775 -1.42777  -0.688
80 N -12.85885 1.61598 0.37232  -0.398
81 N -11.21175 0.34768 -0.52265  -0.373
82 H -13.03709 0.92214 1.07876  0.159
83 H -13.41255 2.46269 0.36497  0.223
84 H -10.49271 0.21447 -1.22169  0.233
85 H -11.36052 -0.36877 0.16771  0.160
86 C 1.27016 -9.97467 -0.81653  0.577
87 O 1.98399 -9.18801 -0.21474  -0.700
88 N 0.65589 -11.00794 -0.21283  -0.367
89 N 1.03392 -9.87861 -2.13746  -0.330
90 H 0.06443 -11.66621 -0.69146  0.185
91 H 0.80727 -11.11656 0.78157  0.208
92 H 1.47749 -9.11445 -2.63015  0.130
93 H 0.44928 -10.51661 -2.65046  0.214
94 C -2.15078 -8.75777 -3.08504  0.652
95 O -1.44826 -9.36430 -3.87821  -0.660
96 N -1.89148 -8.71866 -1.76570  -0.334
97 N -3.24728 -8.07410 -3.45947  -0.404
98 H -2.45821 -8.22474 -1.09705  0.158
99 H -1.07492 -9.22046 -1.44171  0.192
100 H -3.47823 -8.07790 -4.44440  0.228
101 H -3.83819 -7.56870 -2.82118  0.166
102 C 4.55431 -0.27031 4.24955  0.677
103 O 4.39332 -1.34219 4.81140  -0.703
104 N 5.43077 -0.10093 3.24329  -0.346
105 N 3.86952 0.83759 4.58648  -0.223
106 H 5.57741 0.77383 2.76841  0.155
107 H 5.96697 -0.91018 2.95840  0.210
108 H 3.19928 0.75339 5.33956  0.192
109 H 3.98823 1.72906 4.13567  0.098
110 C 1.97186 -0.12292 7.98497  0.643
111 O 2.17037 0.73300 7.13731  -0.698
112 N 1.03012 0.00123 8.93741  -0.424
113 N 2.67722 -1.26707 8.04244  -0.355
114 H 0.85189 -0.69261 9.64384  0.150
115 H 0.47642 0.84794 8.93005  0.223
116 H 3.39626 -1.40028 7.34339  0.216
117 H 2.52845 -1.98352 8.73279  0.160
118 C 6.83528 5.91964 -0.14599  0.658
119 O 6.81064 5.49784 0.99944  -0.707
120 N 5.78432 5.82188 -0.97987  -0.322
121 N 7.91581 6.52008 -0.67688  -0.424
122 H 5.78560 6.16311 -1.92633  0.211
123 H 4.95047 5.37632 -0.61970  0.159
124 H 8.72896 6.61400 -0.08241  0.210
125 H 7.95519 6.87377 -1.61783  0.183
126 C 4.55065 8.77654 -2.89443  0.689
127 O 5.25318 8.17001 -3.68760  -0.664
128 N 4.80995 8.81565 -1.57509  -0.352
129 N 3.45416 9.46021 -3.26887  -0.399
130 H 4.24322 9.30957 -0.90644  0.172
131 H 5.62652 8.31385 -1.25110  0.154
132 H 3.22321 9.45641 -4.25379  0.226
133 H 2.86324 9.96561 -2.63057  0.158



no.,Kohn-Sham gap (eV),maximum force (eV/A),HOMO level (eV)
1,9.13,2.49,-9.18
2,2.40,4.46,-0.94